1.
{
  "formula": "C3H4O2",
  "method": "the ωB97M-V functional and the def2-TZVPD basis",
  "total_charge": 0,
  "gap_ev": 9.5,
  "lumo_energy_ha": 0.009,
  "relative_energy_kcal_mol": 71.4,
  "species": ["C", "C", "O", "C", "O", "H", "H", "H", "H"],
  "coordinates": [[1.0701, -0.4152, 0.2488], [0.1949, 0.7289, -0.1745], [0.3744, 1.8946, -0.0349], [-1.7611, -0.1787, 0.1243], [-1.0124, 0.3188, -0.8394], [1.5312, -0.1837, 1.2130], [1.8547, -0.5085, -0.5098], [0.5044, -1.3460, 0.3217], [-2.7560, -0.3102, -0.3491]]
}

***

2.
{
  "formula": "C27H43F15O11PS",
  "method": "the ωB97M-V functional and the def2-TZVPD basis",
  "total_charge": 1,
  "gap_ev": 9.1,
  "lumo_energy_ha": -0.123,
  "species": ["C", "O", "C", "C", "C", "C", "S", "P", "C", "C", "H", "H", "H", "H", "H", "H", "H", "H", "H", "H", "H", "H", "H", "H", "H", "H", "H", "H", "C", "C", "O", "C", "O", "C", "F", "F", "F", "H", "H", "H", "H", "H", "C", "C", "O", "C", "O", "C", "F", "F", "F", "H", "H", "H", "H", "H", "C", "C", "O", "C", "O", "C", "F", "F", "F", "H", "H", "H", "H", "H", "C", "C", "O", "C", "O", "C", "F", "F", "F", "H", "H", "H", "H", "H", "C", "C", "O", "C", "O", "C", "F", "F", "F", "H", "H", "H", "H", "H"],
  "coordinates": [[1.5170, -3.5334, 1.7248], [2.2434, -2.5128, 1.0730], [1.4688, -1.8951, 0.0539], [0.9050, -0.4895, 0.4345], [0.6133, -0.2841, 1.9541], [-0.8832, 0.0514, 2.2718], [-2.0404, -1.3589, 2.0063], [-2.5490, -1.5065, -0.1114], [-4.4293, -1.6444, -0.1837], [-1.9507, -3.1722, -0.7384], [2.1564, -4.0534, 2.4503], [1.0763, -4.2506, 1.0043], [0.6535, -3.1193, 2.3008], [0.7065, -2.6156, -0.2906], [2.1521, -1.7394, -0.8025], [0.0177, -0.3203, -0.2064], [1.6487, 0.2600, 0.1192], [0.9345, -1.1117, 2.6008], [1.1780, 0.6069, 2.2837], [-0.9527, 0.3104, 3.3439], [-1.2256, 0.9487, 1.7284], [-1.4121, -2.5473, 2.3060], [-4.7084, -1.6474, -1.2496], [-4.8323, -0.7531, 0.3211], [-4.7600, -2.5697, 0.3177], [-1.3872, -3.0072, -1.6681], [-1.3358, -3.6546, 0.0411], [-2.8145, -3.8347, -0.9055], [6.3832, 1.6584, 1.4795], [6.1315, 2.9757, 0.7751], [4.7212, 3.2269, 0.6335], [4.0950, 3.7123, 1.6961], [4.5924, 3.9432, 2.7533], [2.6325, 3.9645, 1.3511], [2.0979, 2.9488, 0.6612], [2.4870, 5.0527, 0.5996], [1.8812, 4.1423, 2.4348], [5.8666, 0.8440, 0.9689], [7.4500, 1.4383, 1.5054], [6.0112, 1.6827, 2.5047], [6.5313, 2.9414, -0.2373], [6.6216, 3.8029, 1.2887], [2.9329, -2.2584, -5.5841], [2.6475, -1.6881, -4.2067], [3.8664, -1.5683, -3.4526], [4.6069, -0.4922, -3.7125], [4.3383, 0.3522, -4.5061], [5.8295, -0.4739, -2.8019], [6.4223, -1.6642, -2.7327], [5.4827, -0.1331, -1.5554], [6.7457, 0.3918, -3.2080], [3.4699, -3.2048, -5.5006], [2.0138, -2.4245, -6.1341], [3.5615, -1.5816, -6.1635], [2.0076, -2.3610, -3.6426], [2.1377, -0.7275, -4.2644], [-6.3324, -2.5039, 4.0154], [-7.3953, -1.8659, 3.1440], [-8.2459, -2.8612, 2.5614], [-9.2205, -3.3179, 3.3513], [-9.4143, -2.9630, 4.4689], [-10.0755, -4.3298, 2.5964], [-9.3264, -5.2009, 1.9165], [-10.8701, -3.7194, 1.7167], [-10.8473, -5.0266, 3.4134], [-5.7710, -3.2513, 3.4498], [-5.6394, -1.7496, 4.3905], [-6.7779, -3.0162, 4.8680], [-6.9278, -1.3411, 2.3104], [-7.9831, -1.1338, 3.6978], [-3.3793, -4.8715, -7.3435], [-3.5471, -4.6263, -5.8585], [-2.2875, -4.2946, -5.2446], [-1.9018, -3.0292, -5.3692], [-2.5070, -2.1758, -5.9351], [-0.5810, -2.8131, -4.6382], [0.2889, -3.7892, -4.8857], [-0.7589, -2.7824, -3.3063], [-0.0083, -1.6576, -4.9830], [-2.6197, -5.6341, -7.5213], [-4.3197, -5.1999, -7.7852], [-3.0542, -3.9665, -7.8576], [-3.8925, -5.5360, -5.3691], [-4.2859, -3.8494, -5.6592], [1.8289, 6.9952, 3.4552], [3.3072, 7.3054, 3.5697], [3.5656, 8.6887, 3.2867], [3.3492, 9.5308, 4.2949], [2.9655, 9.2187, 5.3776], [3.7070, 10.9524, 3.8752], [3.2260, 11.2495, 2.6673], [5.0301, 11.1170, 3.8261], [3.2268, 11.8508, 4.7223], [1.4492, 7.2950, 2.4765], [1.6500, 5.9361, 3.5932], [1.2541, 7.5416, 4.2040], [3.8657, 6.7343, 2.8289], [3.7007, 7.0345, 4.5496]]
}

***

3.
{
  "formula": "C3H7ClOS",
  "method": "the ωB97M-V functional and the def2-TZVPD basis",
  "smiles": "C[C@@H](CO)SCl",
  "total_charge": 0,
  "gap_ev": 9.4,
  "lumo_energy_ha": 0.013,
  "relative_energy_kcal_mol": 28.3,
  "species": ["C", "C", "C", "O", "S", "Cl", "H", "H", "H", "H", "H", "H", "H"],
  "coordinates": [[0.7200, 0.6653, -1.0797], [0.2657, -0.0354, 0.1665], [-1.1159, -0.7141, 0.2086], [-2.1489, 0.1741, 0.4320], [1.3557, -1.2519, 0.9605], [2.9334, -0.0491, 1.2105], [1.7000, 1.1664, -0.9867], [-0.0903, 1.4269, -1.4549], [0.8042, 0.0333, -1.8827], [0.0260, 0.7204, 0.9422], [-1.4042, -1.1385, -0.8463], [-1.2027, -1.4837, 0.9688], [-1.8430, 0.4863, 1.3610]]
}

***

4.
{
  "formula": "C2H4ClO2PS",
  "method": "the ωB97M-V functional and the def2-TZVPD basis",
  "total_charge": 0,
  "gap_ev": [9.8, 5.4],
  "lumo_energy_ha": [0.028, -0.158],
  "relative_energy_kcal_mol": 6.9,
  "spin_multiplicity": 3,
  "species": ["C", "C", "O", "O", "P", "S", "Cl", "H", "H", "H", "H"],
  "coordinates": [[-0.5380, -0.1624, -0.7144], [-0.5494, -0.1458, 0.8058], [0.5074, 0.6250, -1.1183], [0.5286, 0.6653, 1.2734], [1.5941, 0.9099, 0.0935], [2.2748, 2.7426, -0.0609], [0.3230, -2.9182, -0.3896], [-0.6668, -1.2226, -0.9517], [-1.4248, 0.4413, -1.1615], [-1.5371, 0.2214, 1.1169], [-0.5119, -1.1566, 1.1068]]
}

***

| no. | electronic energy (eV) |
| --- | --- |
| 1 | -7267.58882 |
| 2 | -112098.59652 |
| 3 | -28628.54906 |
| 4 | -38877.88205 |